one | Below is C3H10BNOP2 in the gas phase, with properties calculated with ωB97M-V/def2-TZVPD.

Each atom is followed by the atoms it is bonded to, with distances in Å.
Element x y z (Å)
1 C 0.4614 1.1836 2.5580  B2 1.548, H9 1.028, H10 1.069, H11 1.069
2 B 0.2219 0.4626 1.2087  C1 1.548, N3 1.465, O8 1.338
3 N -0.9231 -0.2596 0.6491  B2 1.465, C4 1.507, H12 1.010
4 C -0.6629 -0.6539 -0.7817  N3 1.507, P5 1.808, C6 1.566, H13 1.065
5 P -1.0136 -2.4257 -0.7063  C4 1.808, H14 1.301, H15 1.343
6 C 0.7711 -0.0438 -0.9364  C4 1.566, P7 1.892, O8 1.391, H16 1.151
7 P 0.8466 1.3384 -2.2266  C6 1.892, H17 1.368, H18 1.431
8 O 1.1509 0.5719 0.2513  B2 1.338, C6 1.391
9 H 1.4549 1.0493 2.7842  C1 1.028
10 H -0.2682 0.9277 3.2961  C1 1.069
11 H 0.4123 2.2345 2.3686  C1 1.069
12 H -1.9189 -0.3190 0.8092  N3 1.010
13 H -1.3397 -0.0580 -1.3473  C4 1.065
14 H 0.1131 -2.7320 -0.1333  P5 1.301
15 H -0.5800 -2.7954 -1.9224  P5 1.343
16 H 1.5452 -0.8530 -1.2005  C6 1.151
17 H -0.2681 1.7917 -1.5768  P7 1.368
18 H -0.0030 0.5809 -3.0940  P7 1.431

Results
SMILES string = CB1N[C@H](P)[C@@H](P)O1
Frontier orbital gap = 0.35594 Ha
Spin multiplicity = 1
Lowest unoccupied orbital energy = 0.02288 hartree
HOMO = -9.063 eV


two | Below is C3H10BNOP2 in the gas phase, with properties calculated with ωB97M-V/def2-TZVPD.

Each atom is followed by the atoms it is bonded to, with distances in Å.
Element x y z (Å)
1 B -0.6514 -0.7021 -1.0230  C4 1.706, N5 1.391, O6 1.420
2 C 1.2464 0.3048 0.7097  C3 1.464, P7 1.770, H9 1.139
3 C -0.1049 0.0833 1.2284  C2 1.464, O6 1.475, P8 1.891, H10 1.175
4 C -1.7569 -0.7469 -2.3214  B1 1.706, H11 1.050, H12 1.146, H13 1.110
5 N 0.7183 -0.9008 -1.1593  B1 1.391, H14 0.995
6 O -1.1238 -0.1159 0.1804  B1 1.420, C3 1.475
7 P 2.7660 -0.4737 1.1753  C2 1.770, H15 1.470, H16 1.544
8 P -0.8511 1.6444 1.9924  C3 1.891, H17 1.330, H18 1.378
9 H 1.3141 1.3333 0.2258  C2 1.139
10 H 0.0104 -0.8689 1.9075  C3 1.175
11 H -2.6145 -1.1217 -1.8465  C4 1.050
12 H -1.4091 -1.3436 -3.2362  C4 1.146
13 H -1.9635 0.2499 -2.7640  C4 1.110
14 H 1.4649 -1.1768 -1.7570  N5 0.995
15 H 2.3913 -0.2979 2.5860  P7 1.470
16 H 3.4835 0.8935 1.1989  P7 1.544
17 H -2.0225 1.0406 2.1712  P8 1.330
18 H -0.8973 2.1984 0.7319  P8 1.378

Results
Frontier orbital gap = 0.30897 Ha
Spin multiplicity = 1
Lowest unoccupied orbital energy = -0.02041 hartree
HOMO = -8.963 eV


one is preferred energetically. Next in line: 306.9 kJ/mol higher.